# C6H11NO4P

The ion C6H11NO4P with charge -1 at a distorted geometry (ωB97M-V/def2-TZVPD, the Open Molecules 2025 dataset).

## Properties
Spin multiplicity = 1
Total charge = -1
Kohn-Sham gap = 8.2799 eV
Relative energy (zero: lowest compared OMol25 entry of this formula, charge and spin) = 2.850 eV
M = 192.13 g/mol
LUMO = 3.6 eV

```
23
Properties=species:S:1:pos:R:3:forces:R:3
C -2.49761 -3.03972 0.80328 -0.40 -3.05 -2.76
C -1.35495 -3.16691 0.09498 -0.91 1.14 1.42
C -0.64022 0.11559 0.66050 -1.48 1.74 -1.03
C -0.12764 2.83615 -0.50315 -0.83 0.33 0.76
C -0.23432 -2.17787 0.29234 2.95 -0.83 -0.45
C 0.98659 1.90446 -0.16700 -0.90 -1.62 0.38
N 0.76447 0.68639 0.27399 1.24 3.21 -2.46
O 3.39852 0.89108 -0.18766 0.61 -0.50 0.28
O -1.64496 0.24811 -0.10265 0.06 -0.55 -2.32
O 2.41567 1.97122 -2.31261 0.31 0.90 -0.80
O -0.29825 -1.05517 1.16916 0.09 -5.27 1.00
P 2.69247 2.00876 -0.86454 -0.21 0.37 1.19
H -3.36785 -3.85025 0.61373 1.96 2.29 0.82
H -2.57503 -2.10080 1.29049 -0.69 0.43 0.83
H -1.06007 -3.94436 -0.61642 -0.45 -0.03 0.37
H -0.87572 2.15522 -0.95883 -0.18 0.72 0.52
H 0.19771 3.56397 -1.21456 0.54 0.25 -0.76
H -0.55203 3.51749 0.30474 0.36 -1.51 -0.48
H 0.13390 -1.86714 -0.73549 -0.32 -0.15 1.06
H 0.63183 -2.83002 0.76768 -1.38 1.18 -1.04
H -0.82366 0.68389 1.47900 0.06 2.27 3.48
H 1.67870 0.22316 0.10525 -0.32 -0.94 0.98
H 3.15244 3.22675 -0.19224 -0.11 -0.36 -1.01
```
Forces are in eV/Å.

# C4H9NO

An isolated molecule of C4H9NO at a distorted geometry (ωB97M-V/def2-TZVPD, the Open Molecules 2025 dataset).

## Properties
Spin multiplicity = 1
Kohn-Sham gap = 9.9548 eV
Relative energy (zero: lowest compared OMol25 entry of this formula, charge and spin) = 2.356 eV
M = 87.12 g/mol
LUMO = 0.8 eV
SMILES string = CC(=O)N(C)C

```
15
Properties=species:S:1:pos:R:3:forces:R:3
C 0.79949 0.12258 1.77005 -0.74 -1.31 4.01
C 0.45592 0.49159 0.38691 0.51 -0.02 -1.89
O 0.98754 1.42459 -0.20263 0.16 0.61 0.81
N -0.38512 -0.27907 -0.33914 -1.26 -1.05 0.03
C -0.94844 -1.56836 0.07462 -2.16 0.42 0.43
C -0.66974 0.16561 -1.69009 0.53 -0.11 -2.46
H 0.62440 -1.17190 2.02463 0.89 4.27 -0.71
H 1.87945 0.53398 1.97940 -2.20 -1.17 -0.24
H 0.01618 0.73400 2.55240 2.21 -1.81 -2.16
H -1.83600 -1.73669 -0.68707 1.92 -0.27 1.86
H -0.18024 -2.33976 0.08451 -0.16 -0.32 -0.51
H -1.35977 -1.57986 1.16148 0.40 0.36 -1.92
H -1.25894 -0.56277 -2.35230 0.52 0.71 1.63
H 0.28500 0.26969 -2.30762 -1.03 0.20 1.04
H -1.19795 1.14153 -1.70940 0.41 -0.53 0.07
```
Forces are in eV/Å.

# C18H30BrMnN2OPSi

A structure of composition C18H30BrMnN2OPSi at a distorted geometry (ωB97M-V/def2-TZVPD, the Open Molecules 2025 dataset).

## Properties
Spin multiplicity = 4
Kohn-Sham gap (alpha / beta) = 5.1576 / 4.8532 eV
Relative energy (zero: lowest compared OMol25 entry of this formula, charge and spin) = 2.663 eV
M = 484.35 g/mol
LUMO (alpha / beta) = 0.1 / 0.1 eV
<S²> = 4.07

```
55
Properties=species:S:1:pos:R:3:forces:R:3
Mn -0.45786 0.39353 1.01615 -0.15 -2.45 -1.32
Si 1.53087 0.56571 -1.30205 0.50 -0.61 1.75
P -0.22281 0.58023 -2.76946 -0.59 -0.08 -0.38
N -0.94959 -1.21900 0.32575 -0.20 1.75 0.58
H -0.56065 1.68625 1.81866 -1.17 3.86 0.82
C -1.99904 0.31985 -2.49144 -0.23 0.15 0.29
H -2.45635 -0.07097 -3.41163 0.38 0.06 0.09
H -2.48165 1.26700 -2.22302 0.28 -0.29 0.06
H -2.13868 -0.39397 -1.67087 0.14 0.09 0.06
C -0.07696 2.18930 -3.61159 0.04 0.04 -0.11
H -0.75132 2.20079 -4.47832 0.16 0.03 0.20
H 0.95269 2.35665 -3.95267 -0.22 -0.04 0.06
H -0.36011 2.99208 -2.91678 0.05 -0.29 -0.14
C 0.17474 -0.70023 -4.00056 0.25 0.08 -0.06
H -0.32944 -0.45448 -4.94390 0.10 -0.09 0.20
H -0.17814 -1.67293 -3.63395 0.09 0.23 0.03
H 1.25747 -0.75291 -4.15694 -0.23 -0.03 -0.06
C 2.35540 2.19838 -0.88887 -0.05 0.30 -0.54
H 2.30894 2.38234 0.19057 -0.10 -0.06 -0.30
H 1.91788 3.04120 -1.43363 0.22 0.05 0.20
H 3.41264 2.10294 -1.16901 -0.23 0.10 0.01
H 1.37246 -0.09638 0.04211 -0.17 0.12 -0.50
H 2.56682 -0.26770 -1.97301 -0.35 0.06 -0.40
C -0.77001 -2.46630 -0.02510 0.21 -0.99 -0.23
C -1.65990 -4.76043 -0.16887 0.50 0.17 -0.20
C -1.84172 -3.42451 0.12483 0.23 0.13 -0.05
C 0.47060 -2.96948 -0.56900 -0.45 0.18 0.09
C 0.62897 -4.31106 -0.86648 -0.38 -0.26 0.04
C -0.42102 -5.21699 -0.66002 0.07 -0.32 -0.10
H -2.47998 -5.46291 -0.02121 0.17 0.10 -0.04
H -2.79109 -3.03700 0.50528 0.29 -0.17 -0.08
H 1.28526 -2.25761 -0.72272 -0.12 -0.26 0.10
H 1.58375 -4.66232 -1.26382 -0.23 0.02 0.10
H -0.27955 -6.27576 -0.88421 -0.04 0.29 0.06
C -1.21038 2.56320 0.88036 0.75 -2.69 -0.90
O -1.21364 1.67915 -0.18701 -0.09 1.18 -0.18
C -2.58234 2.85069 1.44901 -0.10 0.05 0.77
H -2.55375 3.74154 2.09482 -0.04 -0.27 -0.15
H -2.94585 2.01626 2.05656 -0.03 0.08 -0.25
H -3.29491 3.03563 0.63869 0.21 -0.07 0.01
C -0.41579 3.80583 0.56895 0.30 0.52 0.68
H -0.81854 4.24259 -0.35727 0.01 -0.18 0.23
H 0.64614 3.61536 0.42471 -0.16 -0.04 -0.03
H -0.52487 4.55210 1.37015 0.11 -0.15 -0.24
Br 1.46368 -3.54935 4.70921 -0.04 0.35 -0.05
C 1.40093 -1.72516 4.18550 -0.50 0.47 -0.64
C 2.13712 -0.75691 4.86986 0.08 -0.21 0.10
C 2.09600 0.55749 4.40940 -0.34 0.33 -0.60
C 1.33985 0.87401 3.28059 0.34 -0.76 0.79
N 0.60710 -0.07281 2.63883 -0.14 -0.39 -0.50
C 0.61120 -1.36040 3.09089 0.72 0.15 0.66
H 2.72378 -1.04008 5.73724 -0.05 0.10 -0.11
H 2.64263 1.35661 4.90618 -0.05 -0.26 -0.03
H 1.28068 1.88348 2.87444 0.11 -0.25 0.20
H -0.00171 -2.07253 2.54468 0.13 0.17 0.01
```
Forces are in eV/Å.